Run i
A 2-piece molecular cluster, C7H16O overall, computed with ωB97M-V/def2-TZVPD.

Last column: Mulliken charge in e.
CARTESIAN COORDINATES (ANGSTROEM)
C1 -1.8106 1.2702 -2.2865  -1.04
C2 -0.3465 0.7627 -2.1346  -0.67
C3 -0.1108 -0.0027 -0.8187  0.61
C4 -0.3602 -1.5594 -0.9164  -1.35
C5 0.2617 0.6207 0.3412  1.07
C6 0.2302 -0.1117 1.6534  -1.41
C7 0.5800 2.0616 0.5214  -1.50
H1 -2.4555 0.3900 -2.4476  0.27
H2 -1.9733 1.9816 -3.1136  0.36
H3 -2.1074 1.7555 -1.3415  0.28
H4 0.0146 0.2274 -3.0337  0.37
H5 0.2481 1.6909 -2.0340  0.18
H6 0.4892 -2.0962 -1.3714  0.25
H7 -1.2597 -1.7411 -1.5283  0.34
H8 -0.5336 -1.9671 0.0937  0.37
H9 0.7373 0.4968 2.4210  0.35
H10 0.7965 -1.0483 1.5164  0.19
H11 -0.7815 -0.3619 2.0145  0.31
H12 -0.3838 2.5963 0.5652  0.24
H13 1.1110 2.3681 -0.3955  0.32
H14 1.1861 2.3569 1.3943  0.46
O1 1.9184 -2.9296 3.7528  -0.63
H15 2.4133 -3.5656 4.3174  0.31
H16 2.1366 -3.1947 2.8307  0.32

E_HOMO = -8.3056 eV
Gap between HOMO and LUMO = 9.08 eV
Total charge = 0
SMILES string = CCC(C)=C(C)C.O

Run ii
One molecule with the formula C7H16O, computed with ωB97M-V/def2-TZVPD.

Last column: Mulliken charge in e.
CARTESIAN COORDINATES (ANGSTROEM)
C1 -0.5342 0.4645 -3.0097  -1.20
C2 -0.8245 0.4459 -1.1807  0.11
O1 -1.0289 1.7368 -0.7409  -0.51
C3 0.4402 -0.1463 -0.8179  -1.04
C4 0.3666 -0.3297 1.0116  1.82
C5 0.8443 0.9800 1.6145  -1.68
C6 1.3557 -1.4508 1.2984  -1.83
C7 -1.0057 -0.6981 1.5541  -1.81
H1 -0.0948 -0.4380 -3.4249  0.35
H2 -1.5280 0.5935 -3.4353  0.39
H3 0.0930 1.3298 -3.2067  0.34
H4 -1.6951 -0.2011 -1.0421  0.37
H5 -1.8957 2.0384 -1.0333  0.34
H6 0.5432 -1.1622 -1.1827  0.39
H7 1.2984 0.4945 -0.9934  0.41
H8 0.8581 0.9288 2.7086  0.44
H9 0.1922 1.8015 1.3225  0.31
H10 1.8580 1.2138 1.2878  0.38
H11 1.0084 -2.4000 0.8873  0.42
H12 2.3357 -1.2318 0.8736  0.36
H13 1.4866 -1.5933 2.3764  0.44
H14 -0.9507 -0.9252 2.6245  0.48
H15 -1.7115 0.1267 1.4566  0.35
H16 -1.4114 -1.5777 1.0516  0.36

E_HOMO = -8.4664 eV
Gap between HOMO and LUMO = 9.26 eV
Total charge = 0
SMILES string = C[C@H](O)CC(C)(C)C

Stability verdict: run i, ahead by 66.1 kJ/mol

Run i
C25H48N3O4PdS2Si2 as an isolated structure, computed with ωB97M-V/def2-TZVPD.

Last column: Mulliken charge in e.
CARTESIAN COORDINATES (ANGSTROEM)
Pd1 -0.1579 -0.9860 -0.4589  0.38
C1 -6.3568 1.9077 4.8915  -1.44
C2 -5.2618 1.5121 3.9450  0.95
C3 -4.5861 2.4731 3.1911  -0.93
C4 -3.5756 2.1132 2.3207  -0.73
C5 -3.2346 0.7687 2.2120  -0.31
C6 -3.8829 -0.2117 2.9537  -0.30
C7 -4.8968 0.1730 3.8123  -0.83
S1 -2.0139 0.3012 1.0673  1.84
O1 -1.7503 -1.1266 1.2252  -0.36
O2 -2.3448 0.7161 -0.2631  -0.67
N1 -0.6005 1.1615 1.4700  -0.06
C8 -0.0083 0.8706 2.5579  -1.05
C9 1.6825 -0.6238 2.3745  0.74
O3 1.9767 -0.6485 3.4989  -0.41
O4 1.7285 -0.8725 1.2314  -0.32
H1 -6.6941 2.9257 4.7076  0.36
H2 -6.0060 1.8500 5.9236  0.32
H3 -7.2114 1.2381 4.7989  0.38
H4 -4.8648 3.5148 3.2834  0.34
H5 -3.0660 2.8624 1.7281  0.45
H6 -3.5982 -1.2499 2.8526  0.47
H7 -5.4174 -0.5809 4.3890  0.42
H8 -0.5088 0.3050 3.3505  0.42
H9 0.7338 1.5920 2.8983  0.61
C10 0.2775 -5.7551 0.2857  -1.21
Si1 0.6771 -3.9846 0.7562  0.31
C11 -0.2560 -3.5811 2.3327  -0.73
C12 2.5346 -3.8741 0.9716  -1.01
C13 0.1286 -2.9760 -0.7514  -0.34
Si2 -1.4462 -3.4067 -1.7397  0.35
C14 -2.9193 -3.6428 -0.6084  -0.90
C15 -1.8350 -2.0440 -2.9663  -1.08
C16 -1.0721 -4.9550 -2.7317  -1.16
H10 0.6593 -6.4078 1.0775  0.37
H11 0.7592 -6.0602 -0.6435  0.33
H12 -0.7944 -5.9420 0.2089  0.30
H13 -0.1755 -4.4584 2.9815  0.53
H14 -1.3129 -3.3837 2.1648  0.04
H15 0.1728 -2.7492 2.8961  0.23
H16 2.8430 -4.3776 1.8918  0.37
H17 2.9051 -2.8522 1.0218  0.08
H18 3.0363 -4.3727 0.1401  0.37
H19 0.9853 -3.0228 -1.4372  0.71
H20 -3.3525 -2.6853 -0.3150  0.17
H21 -2.6765 -4.2011 0.2976  0.28
H22 -3.6901 -4.2064 -1.1405  0.52
H23 -2.1312 -1.0996 -2.5075  0.20
H24 -2.6848 -2.3841 -3.5691  0.41
H25 -1.0060 -1.8553 -3.6501  0.33
H26 -1.2317 -5.8716 -2.1650  0.34
H27 -0.0498 -4.9606 -3.1134  0.34
H28 -1.7426 -4.9801 -3.5949  0.41
C17 5.4297 2.0144 -1.5184  -0.91
C18 5.3550 2.7339 -0.1762  -0.49
C19 4.2146 2.2834 0.7352  -1.00
C20 2.8175 2.4940 0.1598  -0.40
N2 2.4704 1.3869 -0.7341  0.43
C21 1.4567 1.2116 -1.5746  -0.28
S2 1.2330 -0.3843 -2.2505  -0.56
N3 0.5965 2.1450 -1.9545  0.05
C22 0.5252 3.5737 -1.6402  -1.05
C23 1.4457 4.4434 -2.4907  -0.18
C24 1.1000 4.4987 -3.9807  -0.66
C25 1.5971 3.3103 -4.7999  -1.01
H29 6.3033 2.3411 -2.0812  0.39
H30 4.5523 2.2075 -2.1377  0.09
H31 5.5092 0.9327 -1.3861  0.26
H32 5.2677 3.8122 -0.3401  0.30
H33 6.2928 2.5900 0.3640  0.39
H34 4.2715 2.8307 1.6782  0.41
H35 4.3363 1.2255 1.0004  0.28
H36 2.7843 3.4353 -0.3855  0.39
H37 2.0758 2.5437 0.9636  0.05
H38 2.9533 0.5202 -0.5464  0.35
H39 -0.1076 1.7831 -2.5798  0.43
H40 0.7084 3.7144 -0.5777  0.24
H41 -0.5142 3.8561 -1.8108  0.65
H42 2.4823 4.1078 -2.3744  0.05
H43 1.4011 5.4502 -2.0668  0.46
H44 1.5373 5.4096 -4.3936  0.34
H45 0.0176 4.6152 -4.0971  0.29
H46 2.6784 3.1965 -4.6963  0.25
H47 1.3821 3.4556 -5.8581  0.39
H48 1.1396 2.3661 -4.5038  0.22

E_HOMO = -10.7898 eV
Gap between HOMO and LUMO = 6.32 eV
Total charge = +1

Run ii
C25H48N3O4PdS2Si2 as an isolated structure, computed with ωB97M-V/def2-TZVPD.

Last column: Mulliken charge in e.
CARTESIAN COORDINATES (ANGSTROEM)
Pd1 0.3067 0.2643 -0.8401  0.10
C1 5.0128 -3.6424 5.2715  -1.48
C2 4.1373 -2.7784 4.4124  1.00
C3 2.8075 -2.5397 4.7590  -0.89
C4 1.9986 -1.7343 3.9771  -0.40
C5 2.5385 -1.1668 2.8280  -0.58
C6 3.8609 -1.3851 2.4545  -0.10
C7 4.6484 -2.1935 3.2523  -0.80
S1 1.5360 -0.1291 1.8624  1.54
O1 2.0598 -0.1148 0.5003  -0.38
O2 0.1426 -0.4423 2.0270  -0.76
N1 1.6941 1.4557 2.3517  -0.14
C8 2.5228 1.7906 3.2459  -0.37
C9 0.2126 3.7030 0.9810  0.85
O3 1.1542 4.3218 1.2418  -0.45
O4 -0.7415 3.0966 0.7175  -0.41
H1 4.4286 -4.2107 5.9922  0.36
H2 5.7254 -3.0275 5.8244  0.31
H3 5.5878 -4.3401 4.6633  0.39
H4 2.3982 -2.9999 5.6490  0.36
H5 0.9627 -1.5644 4.2383  0.43
H6 4.2538 -0.9451 1.5476  0.27
H7 5.6755 -2.3821 2.9668  0.42
H8 3.1642 1.0814 3.7721  0.30
H9 2.6011 2.8460 3.4909  0.33
C10 3.2237 1.8656 -4.2568  -1.05
Si1 2.1500 1.8983 -2.7187  0.12
C11 3.2170 2.2881 -1.2274  -0.60
C12 0.8505 3.2318 -2.9083  -0.93
C13 1.3147 0.2084 -2.5870  -0.42
Si2 2.3006 -1.4122 -2.6432  0.35
C14 4.0208 -1.2522 -1.9165  -0.35
C15 1.3805 -2.7665 -1.7295  -1.01
C16 2.4303 -1.8498 -4.4590  -1.11
H10 3.6851 2.8427 -4.4181  0.37
H11 2.6335 1.6276 -5.1443  0.33
H12 4.0269 1.1298 -4.1813  0.32
H13 3.7477 3.2285 -1.3960  0.50
H14 3.9606 1.5087 -1.0517  0.25
H15 2.6263 2.3996 -0.3159  -0.11
H16 1.3131 4.2110 -3.0509  0.34
H17 0.2063 3.2802 -2.0270  0.06
H18 0.2083 3.0334 -3.7694  0.33
H19 0.6102 0.1663 -3.4272  0.91
H20 3.9843 -0.9447 -0.8712  -0.32
H21 4.6322 -0.5306 -2.4623  0.29
H22 4.5257 -2.2199 -1.9671  0.41
H23 1.3583 -2.5834 -0.6527  0.20
H24 1.8641 -3.7327 -1.8953  0.38
H25 0.3489 -2.8423 -2.0798  0.26
H26 2.9015 -1.0450 -5.0264  0.32
H27 1.4430 -2.0303 -4.8892  0.31
H28 3.0274 -2.7529 -4.6044  0.34
C17 -5.4304 -0.0641 -2.8154  -0.89
C18 -6.4809 0.7188 -2.0332  -0.39
C19 -6.0236 2.0658 -1.4734  -1.06
C20 -4.9009 1.9931 -0.4430  -0.14
N2 -3.6013 1.8210 -1.0964  0.01
C21 -2.6424 0.9527 -0.8015  -0.16
S2 -1.5809 0.4730 -2.0818  -0.42
N3 -2.5103 0.4203 0.4144  1.03
C22 -2.9161 0.9784 1.7079  -1.32
C23 -3.8666 0.0848 2.4959  -0.58
C24 -3.3506 -1.3476 2.6952  -0.09
C25 -3.8080 -2.3220 1.6113  -1.29
H29 -5.8817 -0.9349 -3.2900  0.41
H30 -4.6217 -0.4283 -2.1801  0.06
H31 -4.9855 0.5456 -3.6060  0.26
H32 -6.8544 0.1049 -1.2078  0.27
H33 -7.3403 0.9043 -2.6805  0.38
H34 -6.8732 2.5538 -0.9920  0.36
H35 -5.7196 2.7330 -2.2883  0.42
H36 -5.0649 1.1422 0.2182  -0.04
H37 -4.8878 2.8982 0.1668  0.30
H38 -3.5097 2.2343 -2.0126  0.37
H39 -1.8781 -0.3674 0.4604  0.18
H40 -3.3321 1.9680 1.5385  0.71
H41 -1.9973 1.1156 2.2816  0.24
H42 -4.8491 0.0516 2.0169  0.29
H43 -4.0133 0.5688 3.4640  0.37
H44 -3.6986 -1.7181 3.6606  0.46
H45 -2.2573 -1.3350 2.7576  -0.09
H46 -4.8970 -2.3962 1.6015  0.38
H47 -3.4106 -3.3214 1.7886  0.37
H48 -3.4956 -2.0135 0.6124  0.22

E_HOMO = -11.0997 eV
Gap between HOMO and LUMO = 8.31 eV
Total charge = +1

Stability verdict: run ii, ahead by 228.9 kJ/mol

Run i
C4H10NOS as an isolated structure, computed with ωB97M-V/def2-TZVPD.

Last column: Mulliken charge in e.
CARTESIAN COORDINATES (ANGSTROEM)
O1 -0.6083 0.6590 1.3682  -0.27
C1 -0.4614 -0.4431 0.9507  -0.27
C2 -0.0235 -0.7154 -0.4259  0.30
C3 0.1337 -2.0438 -0.9590  -0.45
C4 1.3922 -1.9770 -1.7252  -0.70
S1 0.8456 -2.3707 -3.7092  -0.13
N1 -0.8114 4.7184 3.3525  -0.61
H1 -0.6722 -1.3163 1.5900  0.34
H2 0.2152 0.1171 -1.0892  0.40
H3 -0.7655 -2.3469 -1.5310  0.43
H4 0.2068 -2.7330 -0.1119  0.41
H5 1.6114 -1.3992 -2.7244  0.32
H6 2.1545 -2.7382 -1.6065  0.44
H7 -0.0218 -1.3505 -3.6250  0.20
H8 -0.9190 3.7386 3.1610  0.19
H9 -1.3625 5.2531 2.7640  0.20
H10 -0.9139 4.9480 4.3209  0.22

E_HOMO = -11.5726 eV
Gap between HOMO and LUMO = 3.23 eV
Total charge = +1

Run ii
A 2-piece molecular cluster, C4H10NOS overall, computed with ωB97M-V/def2-TZVPD.

Last column: Mulliken charge in e.
CARTESIAN COORDINATES (ANGSTROEM)
C1 -0.3974 0.8230 -1.6918  -0.63
C2 0.2940 -0.6101 -1.8749  -0.77
C3 0.2282 1.1733 -0.4016  -0.47
C4 0.4215 -1.1033 -0.5096  0.66
N1 0.4021 -0.0636 0.2930  0.08
O1 0.6406 -2.3512 -0.2311  -0.39
S1 -1.0346 0.1283 3.3884  -0.34
H1 -0.3873 1.5537 -2.4607  0.40
H2 -1.4230 0.6748 -1.4749  0.31
H3 -0.1354 -1.2661 -2.6009  0.42
H4 1.3006 -0.5098 -2.2679  0.31
H5 1.3317 1.5394 -0.5489  0.28
H6 -0.3952 1.9183 0.0946  0.31
H7 -0.2756 -0.3277 4.2163  0.17
H8 0.4543 -0.1195 1.2995  0.10
H9 0.5712 -2.5621 0.7095  0.36
H10 -1.5957 1.1027 4.0610  0.20

E_HOMO = -13.5856 eV
Gap between HOMO and LUMO = 10.06 eV
Total charge = +1

Stability verdict: run ii, ahead by 626.6 kJ/mol